Entry from OMol25: 2 unconnected molecules or ions with the total composition C3H13N3OP (ωB97M-V/def2-TZVPD).

The total charge is +1. The calculation puts the gap between HOMO and LUMO at 9.7 eV. The value obtained for the highest occupied orbital energy is -12.5 eV. The LUMO energy is -2.81 eV.

The geometry in XYZ format:
```
21
Properties=species:S:1:pos:R:3:forces:R:3
P -0.538546 1.695762 -1.964116 -0.252 -0.545 0.831
O -2.193623 1.530395 -1.888037 0.476 -0.374 -0.125
N -0.128229 0.839817 -0.459441 2.076 4.468 2.450
N -0.734860 -1.572940 -0.537496 -0.502 0.969 3.817
N 1.059990 2.837772 0.414285 -1.154 -1.248 0.413
C 0.370078 -2.518740 -0.431934 -1.089 -2.744 1.887
C 0.566549 0.959905 1.935852 1.106 0.403 1.279
C 0.466958 1.632450 0.592087 -1.110 -1.948 -2.752
H -0.308026 -0.575233 -0.560530 -0.123 1.125 -0.503
H 1.216736 -2.247618 0.151274 0.487 1.591 0.386
H -1.273694 -1.328060 0.403747 1.357 -1.432 -2.207
H 0.755252 -2.840052 -1.360559 -0.056 -0.220 -1.204
H 0.828840 1.622420 2.828388 -0.352 -0.620 -1.465
H 1.354018 0.203787 1.879909 0.478 0.310 -0.175
H -2.739241 2.316480 -2.026986 0.488 -0.004 -0.018
H -0.242713 0.316745 2.252591 -0.847 0.419 -0.380
H -1.451669 -1.697375 -1.210883 -0.463 -0.579 -1.053
H 0.063125 -3.402148 0.186231 -0.125 0.362 -1.061
H 0.907684 3.266806 -0.485037 0.226 0.232 -0.154
H -0.234981 0.565213 -2.815818 -0.336 0.408 0.416
H 1.380987 3.426356 1.186274 -0.284 -0.573 -0.383
```
Forces are in eV/Å.

These are the Löwdin partial charges, in e, on atoms 1 to 4: 0.8161, -0.3760, -0.2548, 0.0656

Entry from OMol25: C3H5F2OP in the gas phase (ωB97M-V/def2-TZVPD).

The total charge is 0. The calculation puts the gap between HOMO and LUMO (alpha / beta) at 6.6 / 7.0 eV. The value obtained for the highest occupied orbital energy (alpha / beta) is -6.3 / -9.7 eV. The LUMO energy (alpha / beta) is 0.31 / -2.75 eV. The expectation value of S² is 2.016. The spin multiplicity is 3.

The geometry in XYZ format:
```
12
Properties=species:S:1:pos:R:3:forces:R:3
P -0.215636 -0.480869 2.186796 0.664 -1.666 4.400
F 2.093029 -1.700539 0.038678 -0.492 0.915 -0.891
F 0.786581 -1.990282 -1.649648 0.387 1.481 0.213
O 0.893620 0.623529 0.739551 0.648 -0.995 -4.564
C 0.658614 0.092619 -0.446039 -0.427 6.114 2.455
C -0.256623 0.987915 -1.356774 1.725 -4.936 -1.286
C 1.258443 -1.078621 -0.793022 0.652 -4.321 0.684
H -0.361508 0.338204 -2.296003 -0.214 1.332 0.866
H -1.178083 0.955633 -0.837123 -1.016 0.815 0.371
H 0.234732 0.387015 3.304653 -0.672 -0.114 -1.241
H 0.852163 -1.355559 2.847492 -1.269 0.469 -1.162
H 0.242070 1.894693 -1.591429 0.015 0.908 0.154
```
Forces are in eV/Å.

These are the Löwdin partial charges, in e, on atoms 1 to 4: 0.6602, 0.1455, 0.1518, -0.2619

Entry from OMol25: C18H16N4O3S2 in the gas phase (ωB97M-V/def2-TZVPD).

The total charge is 0. The calculation puts the gap between HOMO and LUMO at 8.4 eV. The value obtained for the highest occupied orbital energy is -8.4 eV. The LUMO energy is -0.03 eV. The structure (SMILES) is CC(=O)c1cccc(NC(=O)C[C@@H]2S/C(=N/N=C/c3cccs3)NC2=O)c1.

The geometry in XYZ format:
```
43
Properties=species:S:1:pos:R:3:forces:R:3
S -3.704910 0.649666 1.590972 0.099 0.530 -0.444
S 3.683378 2.023189 1.023821 0.267 0.004 -0.057
O 3.165740 0.310046 -2.409666 0.040 -0.205 -0.172
O 3.284681 -1.134839 2.146466 -0.012 -0.002 0.322
O -3.560010 -1.445916 -0.921459 0.069 -0.085 -0.018
N 1.030420 2.249977 1.194557 1.215 -0.054 1.351
N 2.347231 -1.492357 0.101184 -0.099 -0.251 -0.341
N 1.965785 1.356733 -0.789159 -0.639 0.545 -0.093
N -0.219407 2.256120 0.735666 -1.152 0.132 -1.241
C -4.374773 2.077259 -0.426009 -0.277 -0.082 0.056
C 0.037434 -1.431838 -0.519408 -0.184 -0.034 0.073
C 2.020685 1.917658 0.488999 -0.591 -0.365 -0.238
C -0.726510 -2.271227 2.007193 -0.064 0.031 -0.111
C -1.990149 -0.579840 -2.481559 -0.306 -0.041 -0.033
C -2.474399 1.585984 0.801462 -1.106 -0.082 -0.332
C 3.092795 0.834756 -1.323027 0.204 0.272 0.079
C -2.397388 -1.233708 -1.183578 -0.096 0.209 -0.361
C 4.234546 0.899567 -0.317399 0.135 0.150 0.318
C 3.346137 -1.090852 0.942921 0.502 -0.027 -0.316
C 1.001965 -1.694424 0.448277 -0.168 -0.009 0.252
C -1.314532 -1.571921 -0.222654 0.181 -0.309 0.569
C 4.552286 -0.514501 0.201750 -0.062 0.010 0.169
C -1.686367 -2.011830 1.049022 -0.061 0.002 -0.138
C -4.888884 1.214731 0.494858 0.172 -0.107 0.275
C -1.122095 1.515981 1.254238 1.329 -0.118 0.314
C 0.618055 -2.108137 1.720686 0.144 0.000 0.002
C -2.999317 2.293958 -0.254093 0.356 -0.207 0.332
H -5.899621 0.871792 0.589444 -0.224 -0.060 -0.020
H 2.520798 -1.431770 -0.893379 0.089 0.024 0.127
H 5.125047 1.325746 -0.782953 -0.176 -0.053 -0.080
H -1.022704 -2.601335 2.991046 -0.018 -0.039 0.099
H 1.092422 1.389465 -1.298719 0.058 -0.115 -0.002
H -0.894855 0.772605 2.021326 0.172 0.133 0.140
H 0.359036 -1.123010 -1.503536 0.025 0.093 -0.127
H -2.736929 -2.131398 1.263657 -0.056 -0.015 -0.011
H 1.368221 -2.290757 2.471287 0.033 -0.020 0.007
H -2.881969 -0.354187 -3.060461 -0.010 -0.006 0.018
H -2.400821 2.939557 -0.870569 0.147 0.107 -0.099
H 4.827597 -1.144799 -0.646468 0.032 0.008 -0.018
H -4.962252 2.535964 -1.200885 -0.123 0.058 -0.119
H -1.349767 -1.244566 -3.057044 0.127 -0.023 -0.070
H -1.452118 0.343838 -2.279592 0.115 0.080 -0.006
H 5.385530 -0.461359 0.902765 -0.089 -0.079 -0.059
```
Forces are in eV/Å.

These are the Löwdin partial charges, in e, on atoms 1 to 4: 1.0584, 1.0511, 0.0881, 0.0833

Entry from OMol25: C4H8N2O in the gas phase (ωB97M-V/def2-TZVPD).

The total charge is 0. The calculation puts the gap between HOMO and LUMO at 10.5 eV. The value obtained for the highest occupied orbital energy is -9.5 eV. The LUMO energy is 0.95 eV. The structure (SMILES) is CON[C@H](C)C#N.

The geometry in XYZ format:
```
15
Properties=species:S:1:pos:R:3:forces:R:3
O -0.410755 0.742857 -1.597405 0.311 2.759 1.906
N -0.348693 -0.467155 -0.983851 -0.060 -1.241 0.005
N -0.334460 0.567194 2.244765 0.085 0.505 -0.163
C 0.136984 0.310613 1.226832 0.146 -1.481 0.998
C -0.794084 2.014737 -0.672449 -0.665 -0.451 -2.537
C 0.862762 -1.967209 0.520248 -0.011 0.186 0.177
C 0.623310 -0.525020 0.084224 -0.091 0.790 -0.302
H -0.428363 2.407158 0.276498 0.600 -1.473 0.239
H -0.463681 2.793468 -1.349720 -0.435 0.021 -0.502
H 1.637488 -1.999209 1.286554 -0.072 -0.031 -0.018
H -1.279293 -0.766392 -0.682547 0.214 0.181 0.117
H 1.545669 -0.070705 -0.291010 -0.110 -0.169 -0.092
H -1.878202 1.908393 -0.653830 0.078 0.352 0.173
H -0.049213 -2.398086 0.934282 0.026 -0.012 -0.016
H 1.180533 -2.550642 -0.342591 -0.017 0.064 0.015
```
Forces are in eV/Å.

These are the Löwdin partial charges, in e, on atoms 1 to 4: -0.1808, -0.0983, 0.1643, -0.2130

Entry from OMol25: 17 unconnected molecules or ions with the total composition C5H40O16 (ωB97M-V/def2-TZVPD).

The total charge is 0. The calculation puts the gap between HOMO and LUMO at 10.0 eV. The value obtained for the highest occupied orbital energy is -9.8 eV. The LUMO energy is 0.14 eV.

The geometry in XYZ format:
```
61
Properties=species:S:1:pos:R:3:forces:R:3
O 3.327123 0.077027 2.830401 0.954 -0.909 -0.976
O -1.227208 2.882075 -1.729046 -1.244 -0.262 0.406
O 0.195631 -1.871531 4.033336 -2.123 1.196 -1.844
O 3.881074 -1.112994 0.181962 -0.698 1.001 1.603
O 0.665795 0.775116 3.383206 -1.135 0.968 1.471
O 0.046886 -1.004376 -4.612567 -0.887 -0.891 -0.591
O -3.316890 2.515143 -0.177280 0.939 -1.461 1.803
O -2.144705 3.327973 2.164949 -1.169 -0.868 1.780
O -2.417556 -0.223984 -4.767906 -0.136 1.504 0.597
O 3.356940 2.017480 0.977959 1.066 0.428 1.185
O 1.924959 1.816619 -2.126286 -0.753 0.028 -0.772
O 0.994252 3.140115 0.885420 -0.729 -0.418 1.070
O -1.013924 2.465094 4.773630 0.392 1.695 -0.145
O 1.573492 -0.898305 -2.301675 -1.058 -0.355 -0.391
O 3.310850 -3.027805 -1.954569 -0.324 -0.826 -0.205
O -0.598172 -4.215197 -1.380293 0.318 0.877 -2.616
C -0.527119 -0.612186 0.504740 -0.274 -1.221 -0.387
C -2.493868 -1.406199 -0.807343 0.614 1.334 -0.203
C -1.994795 -0.616032 0.132131 0.505 0.622 1.200
C -0.204761 -1.639986 1.273689 0.540 -0.754 1.002
C -3.916259 -1.694498 -1.143337 -0.552 -1.062 1.252
H 1.223218 2.359134 0.379691 0.143 -0.034 -0.309
H -3.231357 -0.740951 -4.799693 -0.044 0.585 0.341
H -0.569196 -1.213783 3.908224 1.920 -1.301 0.083
H -2.509965 0.651652 -4.278561 -0.332 -1.846 -0.855
H 2.584663 1.867562 -1.450487 0.807 -0.003 0.691
H -0.286295 3.089507 4.556377 -0.677 -0.060 0.752
H 0.043360 -1.840929 -5.118978 0.478 0.554 0.389
H -0.572699 -4.595849 -0.547632 0.123 -1.136 2.563
H 2.731339 -2.240782 -2.045938 -0.133 -0.892 -0.389
H -1.667238 2.232841 -1.146027 -0.588 0.785 -0.338
H -4.406226 -2.115315 -0.253902 0.063 0.395 0.232
H -3.433628 3.448178 -0.236458 -0.245 1.169 -0.361
H 2.947678 2.213150 1.851561 -0.037 -0.103 -0.949
H 1.523610 0.399024 3.520025 1.060 -0.564 -0.107
H 4.303070 2.054361 1.242718 -0.731 -0.229 -0.614
H 0.521663 0.806566 2.462604 -0.071 -0.121 -1.695
H -2.555429 -0.133361 0.931507 -0.632 0.114 -0.517
H 3.899911 -0.627116 3.166758 -0.306 0.145 0.514
H -1.252654 3.471849 1.912389 1.598 0.268 -0.478
H -0.935224 -0.789303 -4.644069 1.081 0.200 0.231
H -2.081806 2.987669 3.106526 -0.100 0.626 -1.224
H 1.991035 0.916452 -2.496535 -0.100 0.455 0.597
H -4.576695 -0.876208 -1.439844 0.488 -0.003 -0.390
H -2.756911 2.477637 0.667946 -1.256 0.060 -1.161
H -0.376716 2.505361 -1.764224 2.258 -0.403 -0.584
H -3.973939 -2.580132 -1.764205 -0.087 0.259 -0.893
H -1.403562 -3.706426 -1.406457 -0.360 0.216 0.055
H 3.498220 -0.076823 1.860579 -0.622 0.429 0.633
H -1.681066 -1.751767 -1.426959 -0.184 -0.590 -0.603
H 4.748351 -1.476572 0.092396 0.449 -0.527 -0.806
H 1.022927 3.858765 0.271964 0.009 0.630 -0.712
H 0.266376 -1.904259 4.957393 0.307 -0.217 2.124
H 0.288296 0.013499 0.157677 -0.391 0.486 -0.342
H 0.762843 -1.229783 -1.834628 0.982 0.466 -0.613
H 0.758978 -1.937666 1.684160 0.175 0.645 -0.449
H -0.967206 -2.282454 1.703674 -0.258 -0.024 -0.370
H 2.791493 -3.840493 -2.174971 0.454 1.397 0.292
H -0.746508 1.822052 4.133973 0.337 -1.654 -0.424
H 1.281630 -0.803330 -3.255918 -0.127 -0.507 0.943
H 3.373905 -1.105507 -0.623771 0.299 -0.296 -0.497
```
Forces are in eV/Å.

These are the Löwdin partial charges, in e, on atoms 1 to 4: -0.0881, -0.0592, -0.0761, -0.0229

Entry from OMol25: 2 unconnected molecules or ions with the total composition C5H14 (ωB97M-V/def2-TZVPD).

The total charge is -1. The calculation puts the gap between HOMO and LUMO (alpha / beta) at 2.6 / 11.5 eV. The value obtained for the highest occupied orbital energy (alpha / beta) is 1.5 / -7.2 eV. The LUMO energy (alpha / beta) is 4.12 / 4.29 eV. The expectation value of S² is 0.750. The spin multiplicity is 2.

The geometry in XYZ format:
```
19
Properties=species:S:1:pos:R:3:forces:R:3
C -1.879708 1.084286 -1.257787 -0.334 1.374 1.802
C 0.805450 -1.098688 2.014264 -1.824 0.001 1.164
C 0.970062 -0.373554 0.725303 0.268 -2.148 -2.089
C -1.854006 -0.204333 -2.019925 -1.240 -2.227 0.408
C 2.112861 0.592748 0.645520 -3.258 1.628 -2.312
H 0.007864 -0.036627 0.312112 0.350 0.849 0.813
H -0.110927 -1.696721 1.876608 0.190 -0.158 0.488
H -2.401924 1.925440 -1.712946 0.112 -0.128 -0.887
H 1.091937 -1.166630 -0.113872 0.417 0.687 1.322
H -2.522945 1.033766 -0.326516 1.054 -0.421 -0.507
H 3.028101 0.269955 0.911056 2.934 -1.460 1.656
H 2.262313 0.742021 -0.441644 -0.166 0.809 0.285
H -1.380069 -1.055394 -1.449252 -0.696 0.835 0.103
H 1.589076 -1.746486 2.335292 0.909 -0.656 -0.346
H 1.821520 1.510020 1.162477 0.425 0.173 -0.206
H -1.165107 -0.192357 -2.843769 -0.170 0.390 -1.021
H 0.649333 -0.491543 2.930772 -0.174 0.218 -0.718
H -0.865446 1.494676 -0.993544 -0.916 -0.625 -0.126
H -2.931680 -0.592868 -2.291019 2.120 0.856 0.168
```
Forces are in eV/Å.

These are the Löwdin partial charges, in e, on atoms 1 to 4: -0.4212, -0.2539, -0.3962, -0.3279

Entry from OMol25: H5NSSi in the gas phase (ωB97M-V/def2-TZVPD).

The total charge is 0. The calculation puts the gap between HOMO and LUMO at 9.6 eV. The value obtained for the highest occupied orbital energy is -9.1 eV. The LUMO energy is 0.44 eV. The structure (SMILES) is NS[SiH3].

The geometry in XYZ format:
```
8
Properties=species:S:1:pos:R:3:forces:R:3
S 0.970928 0.870580 0.072343 -1.809 -2.499 0.080
Si -1.452494 0.512612 -0.062843 3.171 -2.832 -0.755
N 1.640774 -0.924121 0.077407 1.091 2.225 1.889
H 2.168104 -0.988770 1.045821 -1.457 0.223 -2.355
H -1.931835 0.116290 -1.384363 0.272 -0.059 -0.480
H -1.974888 -0.607362 0.755201 0.261 0.459 0.463
H 2.421127 -0.773788 -0.584581 -0.482 -0.378 0.282
H -1.841716 1.794560 0.081017 -1.048 2.860 0.876
```
Forces are in eV/Å.

These are the Löwdin partial charges, in e, on atoms 1 to 4: 0.3069, 0.4832, -0.3903, 0.0357

Entry from OMol25: C3H8N2O in the gas phase (ωB97M-V/def2-TZVPD).

The total charge is 0. The calculation puts the gap between HOMO and LUMO at 9.5 eV. The value obtained for the highest occupied orbital energy is -8.6 eV. The LUMO energy is 0.91 eV. The structure (SMILES) is C/C(CO)=N/N.

The geometry in XYZ format:
```
14
Properties=species:S:1:pos:R:3:forces:R:3
O -2.036232 -0.937076 -0.136546 0.792 2.264 0.667
N 2.096199 -0.673629 -0.150723 2.243 -1.556 -0.058
N 1.342311 0.433353 -0.120445 -1.513 -0.679 -0.023
C -0.644643 1.597519 -0.035097 0.291 -1.596 -1.467
C 0.067702 0.215154 -0.130353 1.228 2.551 0.176
C -0.608632 -1.114891 -0.011017 -0.579 0.245 0.279
H -0.651966 1.916870 0.965470 0.039 0.500 1.430
H -0.313374 -1.424761 1.063179 -0.505 -0.495 -1.616
H -1.694540 1.584420 -0.361685 0.422 0.516 -0.437
H -0.340846 -1.794922 -0.861830 0.337 0.238 1.210
H -2.108448 0.074459 -0.034455 -0.542 -2.593 -0.211
H 1.789028 -1.520655 0.288534 -0.919 -0.329 0.149
H 0.039119 2.234137 -0.623540 -0.959 0.049 0.214
H 3.064326 -0.589982 0.148508 -0.334 0.885 -0.316
```
Forces are in eV/Å.

These are the Löwdin partial charges, in e, on atoms 1 to 4: -0.1030, -0.0152, -0.0269, -0.0320

Relative energy (zero: lowest compared OMol25 entry of this formula, charge and spin) across the listed records, respectively: 0.000, 1.507, 0.529, 4.507, 1.593, 0.953, 0.401, 3.109 eV.
Molar mass across the listed records, respectively: 138.131, 126.042, 400.485, 100.121, 356.359, 74.167, 79.200, 88.110 g mol⁻¹.